ORCA calculation (ωB97M-V with the def2-TZVPD basis set) on a molecular structure, C20H46P4SSc.

Calculated values
Maximum force: 0.0593 hartree/bohr
Energy relative to the best compared isomer or geometry (same formula, charge and spin): 10.0 kJ/mol
Charge: +3
DFT total energy: -90151.3847 eV
Highest occupied orbital energy: -17.555 eV

CARTESIAN COORDINATES (ANGSTROEM)
H (-1.734748, 3.191534, -1.914614)
H (-1.630903, -1.304195, 3.958070)
H (1.749328, -2.448240, -1.850211)
H (-3.988170, 0.097186, -0.569669)
H (0.871638, -4.098249, -4.193712)
C (-0.926321, -4.155493, -7.114842)
H (-3.268317, -1.247789, 1.402372)
C (-0.451712, 1.841142, -4.256454)
H (0.763936, -5.267311, -6.401473)
C (0.020809, -2.875354, 2.489176)
C (-3.582549, 1.019175, -1.006699)
H (2.406633, 2.630910, 1.323342)
C (-1.907857, -3.223245, -6.766832)
H (2.267315, 3.121019, -1.953512)
H (0.273444, -3.676882, 1.792993)
H (1.773951, -2.367720, -0.001837)
H (-0.955826, -4.640907, -8.099044)
H (-0.773563, 3.532799, -0.430403)
H (-1.555124, 1.969536, 2.053542)
H (0.622783, 2.561672, 1.445250)
H (-1.362843, 1.231131, -4.177023)
H (2.072161, 1.143734, -4.951185)
H (-1.443529, -1.732083, -2.197261)
H (3.969850, 0.843219, 0.347213)
P (-0.849038, -1.457363, 1.653371)
H (3.324990, 1.057707, -1.310875)
H (-1.534938, 0.316489, 3.258928)
H (-0.714683, 2.910231, -4.186685)
H (3.484665, -0.584291, -0.611024)
C (2.185727, 0.852558, -3.894972)
H (3.140961, 0.328618, 2.223379)
C (2.075431, 0.087251, 2.089414)
H (-4.259065, 1.856868, -0.795070)
C (-2.439080, 1.729207, 1.448830)
H (-3.112329, 2.597255, 1.463933)
C (-2.573928, -2.089342, 1.533931)
C (1.482847, 2.379876, 0.784690)
H (-2.638835, -1.868282, -5.239284)
P (0.745443, 1.439236, -2.906122)
C (3.251288, 0.466187, -0.391298)
H (-2.727038, -2.995270, -7.441959)
C (-1.038671, -0.650033, 3.300829)
C (0.069408, -3.381080, -0.872953)
S (-0.639282, -1.491717, -3.429526)
H (2.253549, -0.241133, -3.821977)
H (0.946859, -2.503552, 2.950841)
H (1.502846, 0.667659, 2.826601)
Sc (-0.285901, -0.507861, -1.234118)
H (-0.609015, -3.274248, 3.302241)
H (-3.476786, 0.895376, -2.092251)
H (-2.547550, 3.713175, -0.406055)
H (0.596951, 3.737567, -2.008556)
H (1.562100, 3.666927, -3.506080)
H (-2.968505, 0.872797, 1.884544)
C (-1.888931, -2.598054, -5.521657)
H (-0.325792, -3.812412, -1.805148)
C (0.054023, -4.475340, -6.162966)
H (-2.668342, -2.755141, 0.667444)
C (0.112285, -3.820605, -4.925898)
C (1.189967, -2.581538, -0.907802)
C (1.349290, 3.154158, -2.554662)
P (-1.942566, 1.387402, -0.285714)
H (1.410672, 2.994947, -0.116571)
C (-0.820752, -2.798309, -4.643205)
H (-0.409645, -3.736740, 0.046378)
H (0.028806, 1.626623, -5.224099)
H (1.935967, -0.986725, 2.263435)
H (-2.844248, -2.633183, 2.451387)
H (-0.054246, -0.510830, 3.758727)
P (1.603916, 0.590980, 0.388950)
H (3.106678, 1.297075, -3.488377)
C (-1.716389, 3.127186, -0.819136)

Forces on atoms 1 to 2 (eV/Å):
0.036 0.103 0.255
0.201 0.084 -0.352



ORCA calculation (ωB97M-V with the def2-TZVPD basis set) on a molecular structure, C20H47BCl33NbO2PS.

Calculated values
Maximum force: 0.1285 hartree/bohr
Charge: -1
DFT total energy: -461183.1586 eV
Highest occupied orbital energy: -4.569 eV

CARTESIAN COORDINATES (ANGSTROEM)
Cl (1.971149, 6.437173, -2.167322)
H (2.410760, 4.132924, -1.895436)
H (-2.061639, 2.805906, -0.422762)
O (-2.996452, 5.315889, -2.544448)
H (-5.728064, -1.752913, -3.380748)
Cl (-7.022830, 8.998096, 0.640048)
H (4.591389, -6.323256, 10.553439)
H (3.353084, 4.847689, -3.235399)
H (-6.967523, 4.262220, -3.471743)
Cl (2.790793, -7.692727, 6.277159)
H (-7.301296, 4.731634, -5.851464)
H (6.363282, 2.160312, 0.044043)
H (-6.333013, 0.253039, -8.100046)
H (3.838211, -2.884324, 3.950748)
Cl (9.566250, -2.706686, -0.246534)
H (7.640658, -5.434733, 4.203593)
Cl (12.294318, -6.170243, 6.002249)
C (2.376148, 4.816967, -2.746838)
H (-7.606588, 2.503934, -3.165423)
C (8.322812, -2.575527, 1.003103)
C (-3.153376, 4.314264, -5.038639)
H (-2.017289, 4.673177, -5.100245)
Cl (-5.959893, 5.643217, -0.872666)
Cl (-7.120242, 0.872636, -5.317981)
Cl (-3.733968, 1.545365, -7.037778)
H (6.093241, -13.810999, 8.577468)
H (-2.924713, 0.540709, -0.533143)
P (-2.607908, 1.767203, -1.273634)
H (5.787979, -12.063355, 8.794079)
H (-5.374666, 2.622242, -5.489799)
H (7.479390, 2.701059, -1.242915)
H (-4.705452, 8.673849, 0.321661)
Cl (-10.587318, 7.009601, -0.139409)
B (-3.522361, 4.229510, -3.438372)
Cl (8.324601, 0.848235, -0.047360)
H (-6.322276, 1.563495, -0.553443)
C (6.054564, -12.993613, 9.301612)
H (-3.686194, 6.052579, -2.643393)
H (4.536810, -7.448876, 7.848371)
Cl (4.823965, -13.359177, 10.516924)
Cl (5.367856, -2.218760, 2.279251)
C (-7.203330, 5.774377, 0.376970)
O (-5.912011, 1.123459, -1.368887)
H (7.370431, -2.922730, 0.595160)
C (-6.244383, -0.792374, -8.405487)
C (5.673562, -6.177982, 10.511071)
Cl (8.734977, -3.554869, 2.415902)
Cl (7.499106, -4.728641, 6.452680)
H (-1.376304, 1.409702, -7.040212)
Cl (4.249845, -9.787208, 7.685457)
H (-4.402859, 1.368361, -3.794222)
H (13.162401, -4.477445, 4.603129)
H (-5.287767, 7.941989, 1.844701)
Cl (-5.000945, -0.923534, -9.655124)
H (5.428078, -3.680176, 4.133249)
H (12.581282, -3.831911, 6.165163)
C (-2.141528, 1.562800, -7.805085)
H (9.189465, -5.632449, 5.073345)
H (-5.106583, 3.766405, -1.090310)
H (5.117928, -8.094411, 6.286337)
Cl (5.386572, -1.531534, 5.112335)
C (-6.666740, 3.118667, -3.562046)
H (8.234182, -1.530114, 1.308544)
H (-12.267168, 5.567396, -0.961078)
Cl (-3.729088, -1.056508, -2.333941)
C (8.105056, -5.748091, 5.141772)
Cl (-5.832219, -1.771716, -6.992688)
H (-7.196765, -1.139577, -8.813431)
C (-11.221734, 5.758541, -1.215185)
Nb (-4.746414, 2.578490, -2.444254)
Cl (-4.778029, -3.764606, -2.588742)
H (1.627928, 1.009258, -1.687612)
Cl (-10.305850, 4.255319, -1.052481)
H (6.181256, -7.119108, 10.735941)
C (4.322784, -8.145432, 7.034122)
C (-7.375582, 3.589605, -6.187040)
H (-8.509100, 3.266886, -6.274462)
Cl (1.172312, 4.235698, -3.903514)
H (-8.155712, 5.427173, -0.030974)
Cl (6.139750, -4.970466, 11.715026)
C (4.920384, -2.739049, 3.908379)
Cl (8.043133, 3.602517, 0.865712)
H (-11.151062, 6.108143, -2.248037)
C (2.642567, 0.609682, -1.617992)
Cl (3.626905, 1.705663, -0.640805)
H (-6.865128, 3.513575, -7.254987)
H (-7.291960, 6.819789, 0.682411)
Cl (-4.816623, 10.243787, 2.082236)
Cl (7.647482, -12.807603, 10.045213)
Cl (-6.791165, 4.795034, 1.789769)
C (12.367257, -4.528467, 5.350913)
S (-1.159520, 1.311564, -2.541472)
H (-4.277052, -2.227447, -4.310125)
H (-2.092878, 0.757492, -8.542046)
Cl (10.835266, -4.075762, 4.593951)
H (-3.300669, 3.313791, -5.636170)
C (7.408716, 2.351457, -0.210063)
Cl (7.724943, -7.449978, 5.431743)
Cl (6.121033, -5.657692, 8.881943)
Cl (2.577963, -1.002433, -0.895607)
C (-4.713426, -2.152490, -3.311127)
C (-5.352991, 8.814780, 1.190470)
Cl (-1.843393, 3.104585, -8.616876)
C (-6.496891, 2.647045, -5.155493)
H (-3.812836, 5.146312, -5.565888)
H (3.078940, 0.534723, -2.616990)

Forces on atoms 1 to 2 (eV/Å):
0.113 0.068 0.089
-0.146 0.220 -0.196



ORCA calculation (ωB97M-V with the def2-TZVPD basis set) on 3 unconnected molecules or ions with the total composition C20H47BClNO6.

Calculated values
Structure (SMILES): CCCCCB(Cl)CCCN.COCCOCCOC.COCCOCCOC
Maximum force: 0.0048 hartree/bohr
Charge: 0
DFT total energy: -48474.1412 eV
Highest occupied orbital energy: -9.102 eV

CARTESIAN COORDINATES (ANGSTROEM)
H (1.732173, 2.338762, 3.225740)
H (-0.945371, 0.351770, 2.288337)
H (-0.270944, 2.440867, 6.624567)
H (2.425688, 0.300998, 5.384671)
H (-0.315370, -4.565444, -1.962320)
H (-2.762988, -8.201296, -2.957122)
C (0.444539, 0.639558, 7.452319)
H (3.336847, 1.780603, 5.040935)
H (-2.986229, 1.849907, -4.219324)
C (1.609225, 3.436156, -1.520373)
O (-2.263004, -6.224434, -2.549432)
H (-2.749743, -1.527379, -2.123706)
C (0.879961, 0.856662, -2.271247)
H (0.818650, -1.613820, 8.862940)
C (-1.013354, -6.173219, -3.211023)
H (-0.236596, 1.101610, 5.465146)
H (-2.527818, -2.658494, -4.158159)
H (0.602259, 3.204265, 0.395220)
O (1.535812, 2.128696, 5.833880)
C (-2.100516, -3.182386, -3.299753)
H (-0.311870, 2.005171, 2.410681)
C (-1.848091, -2.149061, -2.229052)
H (1.047157, -0.138634, -1.861979)
H (-0.790437, 4.940916, -0.133932)
C (0.309474, 1.581783, 6.280449)
H (-1.021538, -1.500743, -2.549719)
H (-2.823441, -3.924756, -2.954054)
C (-1.979970, 1.738665, -3.818468)
C (-3.139675, -7.180914, -3.095741)
H (1.105889, 1.092463, 8.201340)
H (-0.547818, 0.504894, 7.906479)
H (1.095147, -0.141891, -4.178240)
C (-0.975362, 1.485303, -4.947393)
H (-4.090816, -7.084116, -2.576013)
H (-1.380243, -1.011671, 0.135882)
H (0.527156, 2.854105, -4.222266)
H (0.377163, 5.687293, -1.224190)
H (-1.142460, -6.360376, -4.284098)
H (2.015546, 4.232613, 0.459718)
C (-0.350964, -4.830158, -3.021657)
C (1.144491, 3.980938, -0.146471)
C (0.257207, 5.227085, -0.236613)
H (-3.300491, -7.007459, -4.166051)
H (-0.181340, 1.081562, -2.137490)
C (-0.801113, -1.899464, -0.147200)
N (0.552048, 6.150865, 0.862382)
H (0.896007, 3.738751, -2.289744)
B (1.726216, 1.884369, -1.463758)
H (-1.725580, 2.660262, -3.290718)
C (1.249953, 0.861884, -3.775379)
H (2.576562, 3.877744, -1.775950)
O (0.760841, 0.514183, 3.366046)
H (0.479803, 0.815924, 1.330882)
H (-1.022376, 0.437898, -5.257513)
H (-1.286965, 2.079636, -5.809578)
C (1.922408, 1.309024, 3.551840)
H (-1.997259, 0.924299, -3.094423)
H (1.972926, -2.243845, 7.668394)
C (0.479781, 1.849104, -4.651587)
H (2.318967, 1.069774, -3.879103)
O (-1.543139, -2.753557, -0.985829)
H (1.488235, 6.520386, 0.751365)
C (2.346732, 1.320719, 5.000146)
H (-0.549334, -2.455350, 0.753805)
O (0.952454, -0.616233, 7.043598)
C (-0.035294, 0.950555, 2.290031)
O (-0.923436, -3.792210, -3.797076)
Cl (2.923273, 1.218692, -0.328027)
H (2.353162, -0.758212, 8.566745)
H (-0.348528, -6.948545, -2.804386)
H (0.674041, -4.922487, -3.387892)
H (2.744710, 0.903421, 2.947568)
H (0.126479, -1.577579, -0.631215)
H (-0.075500, 6.942644, 0.837759)
C (1.550219, -1.336287, 8.094720)
H (1.005774, 1.907243, -5.608320)

Forces on atoms 1 to 2 (eV/Å):
-0.004 0.006 0.007
0.027 -0.035 0.014